Record 1
Here is a cluster of 2 separate species, C4H7N2 in total in a non-equilibrium geometry from the OMol25 dataset. Energies are from wB97M-V/def2-TZVPD.

Output
ΔE to the lowest compared entry with this formula, charge and spin, kJ/mol: 303.3
HOMO level, eV: -16.7
Orbital gap, eV: 13.021
Strongest force on any atom, eV/A: 5.63
Net charge: +1

CARTESIAN COORDINATES (ANGSTROEM)
C 2.61487 1.30310 -0.15744
C -0.73992 -0.88215 0.09039
C -0.31587 -2.20056 0.15734
C -0.82929 1.65053 -0.04076
N 2.39846 0.18488 -0.09679
N -0.86514 0.27274 0.01836
H 2.65001 2.37910 -0.09784
H -0.59914 -2.68006 -0.78253
H -0.83543 -2.83613 0.92893
H 0.72499 -2.12280 0.44300
H -1.58866 2.00371 -0.72920
H 0.19050 1.85074 -0.16926
H -1.28939 1.93464 1.00270

Record 2
Here is a structure of composition C6H6N2 in a non-equilibrium geometry from the OMol25 dataset. Energies are from wB97M-V/def2-TZVPD.

Output
ΔE to the lowest compared entry with this formula, charge and spin, kJ/mol: 352.7
HOMO level, eV: -9.2
Orbital gap, eV: 9.082
Strongest force on any atom, eV/A: 11.18

CARTESIAN COORDINATES (ANGSTROEM)
C -1.73388 1.30522 -1.00625
C -0.69005 0.62131 -0.60964
C -0.16674 -0.53294 -1.12915
C 0.91195 -0.82460 -0.02650
C 0.05609 -0.82808 1.21143
C 0.08218 0.77686 0.72901
H -0.51306 -1.23516 -1.96367
H 1.65841 -1.67534 -0.41056
H -0.85789 -1.52172 1.08154
H 0.65053 -0.93195 2.14704
H -0.22811 1.72494 1.26095
H 2.11853 0.97868 -0.26997
N -2.83127 1.64743 -1.38629
N 1.54332 0.49534 0.37205

Record 3
Here is a structure of composition C24H31N3O4SnTe from the OMol25 dataset. Energies are from wB97M-V/def2-TZVPD.

Output
ΔE to the lowest compared entry with this formula, charge and spin, kJ/mol: 4.7
HOMO level (alpha / beta), eV: -4.3 / -4.6
Orbital gap (alpha / beta), eV: 6.461 / 6.039
2S+1: 2
Strongest force on any atom, eV/A: 0.20
Net charge: -1

CARTESIAN COORDINATES (ANGSTROEM)
Sn 1.90844 3.63262 -1.25919
N 3.21064 1.36339 -2.01758
C 3.67483 0.65433 -0.83035
C 3.54497 1.43595 0.47340
O 4.10747 0.96159 1.46936
N 2.80810 2.54210 0.43430
C 2.66743 3.22740 1.70284
C 1.58039 4.28800 1.66073
O 1.22031 4.81224 2.70420
O 1.08368 4.55808 0.49619
H 3.96585 1.79995 -2.52800
H 2.68520 0.77281 -2.64704
H 3.07913 -0.24942 -0.69393
H 4.71730 0.33335 -0.90627
H 2.42601 2.53199 2.50861
H 3.60027 3.71784 2.00647
C -2.19001 2.71023 -2.51293
C -0.82013 3.18730 -2.05610
O -0.56184 4.39958 -2.15513
N 0.08769 2.34370 -1.54673
Te -0.22730 0.20979 -1.46197
C -1.49845 -1.69365 -1.39128
C -1.11266 -2.78487 -2.17217
C 0.09899 -2.78447 -3.07399
C -1.84985 -3.97026 -2.10892
C -2.96805 -4.09242 -1.30458
C -3.75762 -5.37226 -1.24580
C -3.35950 -2.98410 -0.56176
C -2.65355 -1.78832 -0.60165
C -3.15833 -0.62737 0.20880
C 0.11596 0.14960 0.62659
C -0.35059 1.15403 1.48423
C -1.33880 2.22092 1.09949
C 0.11206 1.16569 2.79872
C 0.99823 0.21778 3.27971
C 1.59949 0.34154 4.64991
C 1.37038 -0.81707 2.43447
C 0.94399 -0.87475 1.11590
C 1.36565 -2.06112 0.29038
H -2.66668 3.51711 -3.06470
H -2.80442 2.47403 -1.64165
H -2.13439 1.81573 -3.13333
H 0.38103 -1.78609 -3.39852
H -0.09398 -3.38786 -3.96222
H 0.96173 -3.21957 -2.56244
H -1.53296 -4.81629 -2.71226
H -3.27917 -6.15625 -1.83264
H -4.76794 -5.22947 -1.63505
H -3.85201 -5.72751 -0.21798
H -4.24571 -3.05034 0.06254
H -4.12516 -0.85928 0.65618
H -3.27521 0.25741 -0.41885
H -2.46225 -0.36957 1.00812
H -1.97593 1.89851 0.27774
H -0.84044 3.13982 0.79256
H -1.97115 2.45023 1.95858
H -0.21049 1.97448 3.44662
H 0.95140 0.90097 5.32428
H 2.54879 0.87701 4.56831
H 1.80574 -0.63547 5.08817
H 2.04809 -1.58138 2.79838
H 2.19175 -2.58211 0.77423
H 1.68636 -1.77368 -0.71303
H 0.53722 -2.76219 0.16798

Record 4
Here is the ion C6H18BNO5P3 with charge +1 in a non-equilibrium geometry from the OMol25 dataset. Energies are from wB97M-V/def2-TZVPD.

Output
HOMO level, eV: -13.0
Orbital gap, eV: 8.581
Strongest force on any atom, eV/A: 5.14
Net charge: +1

CARTESIAN COORDINATES (ANGSTROEM)
C -3.38867 -1.84439 0.50635
C -2.59244 -0.71090 0.80842
P -0.89964 -0.45302 -0.00302
C 0.37553 -0.66175 1.35197
C 1.75691 -1.29853 0.90200
C 2.91914 -0.23580 0.63404
C 2.51395 0.91402 -0.36614
O 2.25391 0.38219 -1.68138
P -0.97850 1.52384 -0.90674
P -1.08647 3.10506 0.59430
O -2.47526 3.71665 0.56800
O 0.04406 4.28708 0.10462
O -0.71497 2.60161 2.15584
B -0.81127 -1.73582 -1.43087
N -1.05917 -3.19931 -1.29233
O -0.51636 -1.23752 -2.75260
H -4.50335 -1.72123 0.32832
H -2.97894 -2.89665 0.47846
H -3.00247 0.00432 1.57258
H -0.09407 -1.22235 2.22356
H 0.61237 0.37112 1.77667
H 1.70633 -2.00460 0.02489
H 2.12100 -1.92626 1.78154
H 3.75376 -0.82456 0.12958
H 3.29046 0.16664 1.62956
H 3.41950 1.60590 -0.44407
H 1.66699 1.58128 0.00391
H 1.93140 1.12931 -2.21750
H -2.23919 1.61679 -1.60507
H 0.15327 4.20428 -0.86764
H 0.22538 2.81162 2.35668
H -0.14512 -3.63160 -1.51745
H -1.69118 -3.44175 -2.06659
H 0.43311 -0.97567 -2.77989

Record 5
Here is a cluster of 2 separate species, C2H4IN in total in a non-equilibrium geometry from the OMol25 dataset. Energies are from wB97M-V/def2-TZVPD.

Output
ΔE to the lowest compared entry with this formula, charge and spin, kJ/mol: 205.5
HOMO level (alpha / beta), eV: -9.4 / -9.3
Orbital gap (alpha / beta), eV: 6.759 / 6.755
Strongest force on any atom, eV/A: 6.02

CARTESIAN COORDINATES (ANGSTROEM)
C -0.47383 0.25723 0.31598
C 0.03310 -0.88768 -0.28863
N -1.20572 1.10776 -0.31256
I 2.79495 0.09182 -0.11993
H -0.03592 0.37567 1.33997
H -0.09847 -1.23953 -1.33181
H 0.32997 -1.66686 0.36656
H -1.34408 1.96158 0.03044

Record 6
Here is the molecule C3H5ClO2 in a non-equilibrium geometry from the OMol25 dataset. Energies are from wB97M-V/def2-TZVPD.

Output
ΔE to the lowest compared entry with this formula, charge and spin, kJ/mol: 274.9
HOMO level, eV: -10.1
Orbital gap, eV: 10.767
Strongest force on any atom, eV/A: 6.23

CARTESIAN COORDINATES (ANGSTROEM)
O 1.58756 0.01551 1.22030
C 0.66142 0.75415 0.69415
Cl -0.81143 1.17522 1.72422
C 0.17536 -0.08280 -0.60824
C -1.16953 -0.67042 -0.88544
O -0.71332 0.51586 -1.45296
H 1.09708 -0.79457 1.68003
H 1.04868 1.65338 0.45688
H 1.05138 -0.63094 -1.11462
H -1.08775 -1.50535 -1.56495
H -1.83946 -0.43005 -0.14936